Here is 6 unconnected molecules or ions with the total composition C15H45N2O6S5 in a non-equilibrium geometry from the OMol25 dataset. Energies are from the ωB97M-V functional and the def2-TZVPD basis.

```
73
Properties=species:S:1:pos:R:3:forces:R:3:mulliken_charge:R:1
C -0.485 7.300 4.071 0.2344 -0.6183 -0.2863 -0.91
C -0.961 7.261 2.468 0.0409 0.2377 1.9023 -0.22
N 0.280 6.738 1.714 -0.7713 3.1851 0.6328 -0.55
N -0.107 5.919 0.650 -0.1476 -0.0520 -3.0232 0.17
C 0.114 4.441 0.884 0.2120 -2.6615 0.7395 -0.51
C -0.500 3.859 2.289 0.0127 -1.1026 0.2611 -0.09
C -2.014 3.196 2.117 0.5310 -0.2055 0.0749 -0.42
O -2.926 3.561 3.243 0.8719 1.8569 -2.7006 -0.51
H -0.833 8.283 4.614 0.5880 -2.1808 -1.0993 0.31
H 0.701 7.220 4.099 -2.6177 0.3714 -0.1194 0.28
H -0.876 6.314 4.604 0.6794 2.3269 -0.9652 0.27
H -1.862 6.501 2.316 1.9096 1.7333 0.2721 0.09
H -1.244 8.364 2.139 0.4623 -2.4807 0.4148 0.40
H 0.652 7.620 1.249 -0.2133 -1.5095 0.9408 0.28
H 0.531 6.188 -0.159 -1.0059 -0.7342 0.8897 0.39
H -1.085 6.161 0.308 1.1241 -0.6623 0.5028 0.49
H 1.283 4.239 0.907 -2.6123 0.4897 -0.3526 0.28
H -0.425 3.874 -0.016 1.5094 1.2243 1.8268 0.12
H -0.488 4.607 3.188 0.0000 -1.2495 -1.9122 0.05
H 0.205 2.949 2.605 -1.3386 2.2013 -0.8774 0.32
H -1.896 2.022 2.179 -0.4118 2.5487 -0.3253 0.26
H -2.458 3.525 1.060 0.7075 -0.8318 2.2217 0.18
H -3.223 4.505 2.999 0.4532 -2.1691 0.8565 0.31
C 0.997 0.306 -1.218 -0.0085 0.1434 -0.0006 -0.31
S 2.221 0.510 0.098 -0.0155 -0.1844 -0.4409 0.43
O 1.834 1.724 0.890 -0.1368 0.2830 -0.1030 -0.61
C 3.586 0.982 -0.990 0.0714 0.1299 0.0468 -0.90
H 0.039 0.042 -0.764 0.1676 -0.0294 0.0925 0.30
H 0.889 1.239 -1.776 0.1007 -0.0105 0.1059 -0.03
H 1.312 -0.497 -1.888 0.0300 -0.0808 0.0924 0.27
H 3.318 1.874 -1.562 -0.1186 -0.0843 0.0610 0.21
H 3.816 0.157 -1.668 -0.1069 0.0101 0.1089 0.39
H 4.463 1.198 -0.375 -0.1777 -0.0850 0.0234 0.34
C 0.440 -5.025 -2.987 0.0644 0.0484 0.1073 -0.60
S 0.680 -3.494 -3.921 0.0544 -0.0053 0.1819 0.41
O 1.548 -2.593 -3.094 -0.3967 -0.1886 -0.0571 -0.59
C -1.024 -2.909 -3.758 -0.0485 0.1048 0.0706 -0.85
H 1.397 -5.548 -2.926 -0.0878 0.1610 -0.0798 0.34
H 0.087 -4.796 -1.979 0.0032 0.0022 -0.0932 -0.05
H -0.285 -5.658 -3.504 0.0592 0.0984 -0.0023 0.39
H -1.286 -2.811 -2.701 0.0954 -0.0621 -0.0343 0.21
H -1.701 -3.612 -4.249 0.1147 0.0264 0.0198 0.38
H -1.104 -1.933 -4.242 0.1265 -0.1447 0.0152 0.31
C -2.146 -4.625 2.522 -0.0599 -0.1199 0.0506 -0.99
S -1.321 -4.490 0.918 0.1549 -0.2416 0.1139 0.51
O -1.111 -5.882 0.401 -0.0844 0.6361 0.2056 -0.60
C 0.262 -3.908 1.572 0.0987 -0.0749 -0.0020 -0.96
H -3.155 -5.012 2.363 0.1625 0.0582 -0.0915 0.33
H -1.593 -5.309 3.171 0.0212 0.0446 -0.1379 0.30
H -2.208 -3.637 2.985 0.0290 -0.0456 -0.1039 0.36
H 0.665 -4.637 2.279 -0.0907 -0.0119 -0.0943 0.38
H 0.121 -2.944 2.067 -0.0631 -0.0592 -0.0708 0.38
H 0.959 -3.788 0.740 -0.1620 -0.0418 0.0333 0.27
C 0.513 5.014 -4.971 0.0915 0.0232 -0.0393 -1.06
S 0.258 4.549 -3.241 -0.0145 -0.5755 -0.2844 0.54
O 0.597 3.094 -3.110 -0.2464 0.8228 0.0088 -0.65
C -1.545 4.686 -3.277 -0.0611 -0.0211 -0.0120 -0.89
H 1.582 4.961 -5.191 -0.1389 -0.0256 0.1520 0.33
H -0.026 4.325 -5.626 0.0233 -0.0104 0.1884 0.34
H 0.162 6.035 -5.130 0.0273 -0.0633 0.0802 0.38
H -1.956 4.018 -4.037 0.1049 0.0247 0.0834 0.38
H -1.829 5.719 -3.491 0.0692 -0.0493 -0.0095 0.38
H -1.935 4.401 -2.296 0.0996 -0.0417 -0.0856 0.19
C 1.575 -10.824 1.793 0.0770 -0.0701 0.1161 -0.91
S 1.815 -9.294 0.859 0.0076 0.2155 0.3430 0.49
O 2.682 -8.392 1.686 -0.4530 -0.3779 -0.2507 -0.62
C 0.111 -8.708 1.023 0.0954 0.0535 -0.0571 -0.67
H 2.532 -11.348 1.855 -0.0934 0.1475 -0.0662 0.32
H 1.221 -10.596 2.801 0.0420 0.0782 -0.1041 0.30
H 0.850 -11.458 1.276 0.0614 0.0912 -0.0224 0.33
H -0.152 -8.611 2.079 0.1169 -0.0281 -0.0463 0.29
H -0.566 -9.411 0.531 0.1034 0.0014 0.0045 0.39
H 0.031 -7.732 0.539 0.0733 -0.1892 0.1094 0.11
```
Positions in Å, forces in eV/Å.

Computed properties:
net charge = +1
E_tot = -3149.862631 a.u.
Kohn-Sham gap = 0.23533 Eh
multiplicity = 1
LUMO level = -3.3132 eV